Entry 1:
{
  "formula": "C3H8O2",
  "method": "the ωB97M-V functional and the def2-TZVPD basis",
  "elements": ["C", "C", "C", "H", "H", "H", "H", "H", "H", "H", "H", "O", "O"],
  "positions_angstrom": [[-1.908922, -0.382526, 0.345907], [0.015291, 0.919119, -0.252008], [1.150403, 0.307420, 0.556261], [-2.492391, -1.208808, -0.097968], [-1.522120, -0.740052, 1.327810], [-2.558884, 0.524257, 0.481080], [0.405963, 1.337651, -1.207722], [-0.500898, 1.672788, 0.305534], [0.705471, -0.108256, 1.468166], [1.876671, 1.088803, 0.796420], [1.158930, -1.342591, -0.498709], [-0.917177, -0.093894, -0.623832], [1.840505, -0.692090, -0.185615]],
  "atomic_forces_ev_per_a": [[-0.476, 0.123, -0.194], [0.447, -0.754, -1.012], [-0.238, 0.065, -0.426], [0.066, 0.478, 0.339], [-0.040, 0.384, -0.552], [0.405, -0.816, 0.119], [-0.260, -0.218, 0.668], [-0.241, 0.773, 0.445], [0.315, 0.019, 0.143], [-0.047, -0.191, 0.153], [0.844, 0.942, 0.374], [0.221, -0.163, 0.110], [-0.997, -0.642, -0.168]],
  "mulliken_charge": [-0.619, -0.421, -0.375, 0.239, 0.267, 0.269, 0.257, 0.358, 0.233, 0.335, 0.340, -0.359, -0.524],
  "de_lowest_ev": 1.3258,
  "homo_energy_ev": -9.830,
  "lumo_energy_ev": 0.972,
  "energy_ev": -7334.7247,
  "orbital_gap_ev": 10.80
}

=====

Entry 2:
{
  "formula": "C4H5N2P",
  "method": "the ωB97M-V functional and the def2-TZVPD basis",
  "elements": ["C", "C", "C", "C", "N", "N", "P", "H", "H", "H", "H", "H"],
  "positions_angstrom": [[0.557201, -0.080057, -1.397461], [0.580103, 1.606501, 0.189898], [1.404073, -0.761255, 0.789150], [0.862585, 0.315833, -0.082041], [0.099568, -0.401735, -2.419725], [0.498186, 2.710363, 0.474573], [-2.569648, -0.044175, 0.267077], [2.577514, -0.885250, 0.769219], [1.402406, -0.601777, 1.888417], [1.022304, -1.792158, 0.726172], [-3.158603, -1.127384, -0.672686], [-3.275693, 1.061098, -0.532592]],
  "atomic_forces_ev_per_a": [[-1.148, -0.403, -1.412], [0.527, 0.498, 0.944], [2.959, -0.708, 2.565], [0.311, -3.176, -1.028], [0.823, 0.261, 0.886], [-0.452, 1.839, 0.359], [-1.728, -0.089, -2.189], [-1.947, 0.365, -0.915], [-0.809, 0.708, -0.587], [-0.244, 0.634, -0.858], [0.798, 1.433, 1.245], [0.910, -1.362, 0.992]],
  "mulliken_charge": [0.226, 0.365, -1.181, 0.335, -0.390, -0.374, -0.136, 0.301, 0.358, 0.325, 0.086, 0.085],
  "de_lowest_ev": 3.6653,
  "homo_energy_ev": [-9.676, -9.171],
  "lumo_energy_ev": [-1.501, -2.456],
  "energy_ev": -16493.2811,
  "orbital_gap_ev": [8.18, 6.71]
}

=====

Entry 3:
{
  "formula": "C10H22Br3N3O3",
  "method": "the ωB97M-V functional and the def2-TZVPD basis",
  "elements": ["C", "C", "O", "N", "C", "H", "H", "H", "H", "H", "H", "H", "C", "C", "O", "N", "C", "H", "H", "H", "H", "H", "H", "H", "C", "C", "O", "N", "C", "H", "H", "H", "H", "H", "H", "H", "C", "Br", "Br", "Br", "H"],
  "positions_angstrom": [[-0.921415, 2.638803, 2.476752], [-2.210703, 3.030895, 1.702895], [-2.267582, 2.911639, 0.431209], [-3.295143, 3.352439, 2.422672], [-4.586060, 3.561139, 1.791838], [-0.616001, 1.627569, 2.246133], [-0.984380, 2.782665, 3.565701], [-0.142517, 3.261108, 2.049161], [-3.152827, 3.608840, 3.395455], [-5.384719, 3.442076, 2.507137], [-4.665625, 2.798510, 1.002826], [-4.544219, 4.487081, 1.257953], [0.840154, 1.978812, -0.810609], [0.319106, 0.577621, -1.038845], [1.026835, -0.382479, -1.182039], [-1.033708, 0.428650, -0.948132], [-1.675566, -0.829549, -1.035182], [0.055750, 2.742716, -0.890234], [1.736355, 2.069143, -1.401397], [1.222366, 2.057576, 0.215347], [-1.571187, 1.234457, -0.637838], [-2.065722, -0.937958, -2.064957], [-2.515889, -0.879521, -0.322896], [-0.931897, -1.601503, -0.895318], [0.965757, -3.909813, -0.760043], [2.068635, -3.873940, -1.793735], [2.460555, -4.911661, -2.267344], [2.456294, -2.667373, -2.253465], [3.626100, -2.478618, -3.101529], [0.513725, -2.914241, -0.779646], [1.326470, -4.023040, 0.258956], [0.192824, -4.683874, -0.940335], [2.017663, -1.842807, -1.870899], [4.426073, -1.956081, -2.539186], [3.334718, -2.001427, -4.079678], [3.892168, -3.467188, -3.405689], [1.992972, -1.069155, 1.879722], [2.697165, 0.538955, 2.725510], [0.132739, -1.213082, 2.047879], [3.020516, -2.634532, 2.212770], [2.240219, -0.852853, 0.829080]],
  "atomic_forces_ev_per_a": [[-0.803, 1.092, -0.464], [0.564, -1.530, -2.422], [0.169, 0.319, 3.137], [0.374, 0.135, 0.718], [0.878, -0.940, -0.766], [-0.313, -0.346, -0.047], [-0.019, -0.028, -0.420], [0.259, 0.224, 0.199], [-0.165, -0.261, -0.408], [-0.154, 0.289, 0.124], [-0.180, 0.120, 0.351], [-0.575, 0.828, -0.079], [-0.148, -0.306, 0.696], [-2.397, 1.276, 1.159], [1.778, -1.427, -0.510], [0.856, 1.816, 0.399], [-0.818, -0.403, -0.935], [0.469, -0.130, -0.443], [0.016, 0.551, -0.617], [-0.196, -0.295, 0.036], [0.146, -0.039, -0.156], [-0.119, -0.280, 0.449], [0.448, -0.193, -0.229], [-0.166, -0.256, 0.292], [-0.670, 1.009, 0.141], [-1.048, -0.459, -0.179], [1.038, -1.222, -0.413], [0.264, 0.973, 0.364], [-0.987, 0.297, -0.514], [-0.322, -0.188, 0.163], [0.324, -0.237, -0.044], [0.720, 0.421, -0.192], [-0.021, -0.020, 0.049], [-0.353, -0.239, -0.670], [0.404, 0.130, 1.154], [0.745, -0.674, 0.059], [1.316, 0.961, -1.601], [-0.083, -0.215, 0.337], [-0.598, -0.291, 0.314], [0.009, -0.279, 0.550], [-0.642, -0.183, 0.418]],
  "mulliken_charge": [-0.427, 0.574, -0.766, -0.196, -0.785, -0.128, 0.340, 0.230, 0.249, 0.322, 0.256, 0.280, -1.026, 0.558, -0.720, 0.037, -0.682, 0.351, 0.391, 0.072, 0.184, 0.322, 0.308, 0.029, 0.007, 0.771, -0.670, 0.008, -1.074, -0.562, 0.083, 0.330, 0.324, 0.297, 0.300, 0.417, 0.272, -0.110, -0.042, -0.059, -0.066],
  "de_lowest_ev": 0.0000,
  "homo_energy_ev": -8.921,
  "lumo_energy_ev": -0.053,
  "energy_ev": -231468.0547,
  "orbital_gap_ev": 8.87
}